*a*
# C6H18KO8P2

A structure of composition C6H18KO8P2 (ωB97M-V/def2-TZVPD, OMol25).

Each line ends with the Löwdin charge.
Geometry (Å):
K1 1.510 -2.054 0.178  0.902
C1 -3.153 -1.705 -2.790  -0.067
O1 -2.131 -1.146 -3.613  -0.203
P1 -0.819 -0.440 -3.116  0.404
O2 -0.259 -0.849 -1.803  -0.317
O3 -1.357 1.083 -3.209  -0.200
C2 -0.491 2.103 -2.701  -0.100
O4 0.248 -0.462 -4.329  -0.212
C3 0.595 -1.750 -4.895  -0.075
H1 -3.142 -2.779 -2.930  0.094
H2 -4.121 -1.294 -3.096  0.098
H3 -3.136 -1.308 -1.772  0.093
H4 -0.366 2.892 -3.443  0.094
H5 0.469 1.725 -2.355  0.078
H6 -0.986 2.618 -1.873  0.087
H7 1.677 -1.811 -4.988  0.091
H8 0.028 -1.797 -5.823  0.100
H9 0.324 -2.596 -4.254  0.082
C4 0.590 2.746 1.819  -0.061
O5 0.018 2.051 2.947  -0.186
P2 0.367 0.535 3.191  0.396
O6 0.312 -0.340 2.009  -0.318
O7 -0.683 0.157 4.338  -0.180
C5 -0.510 -1.057 5.021  -0.125
O8 1.757 0.602 4.007  -0.196
C6 2.973 0.152 3.413  -0.095
H10 -0.293 3.140 1.316  0.094
H11 1.073 2.089 1.097  0.078
H12 1.231 3.571 2.111  0.097
H13 0.084 -1.875 4.610  0.090
H14 -1.478 -1.555 5.201  0.096
H15 -0.258 -0.823 6.065  0.102
H16 3.253 -0.896 3.547  0.091
H17 3.767 0.790 3.794  0.099
H18 2.908 0.282 2.324  0.070

LUMO (eV): -3.3632
2S+1: 1
E_HOMO (eV): -13.50
Charge: +1

*b*
# C6H18KO8P2

A structure of composition C6H18KO8P2 (ωB97M-V/def2-TZVPD, OMol25).

Each line ends with the Löwdin charge.
Geometry (Å):
K1 -0.623 5.833 -0.117  0.989
C1 -3.880 -1.538 -1.808  -0.100
O1 -2.917 -0.816 -2.596  -0.218
P1 -3.346 0.654 -3.158  0.512
O2 -2.700 1.812 -2.510  -0.262
O3 -4.981 0.626 -3.215  -0.231
C2 -5.768 1.493 -2.442  -0.117
O4 -3.054 0.513 -4.794  -0.240
C3 -1.798 0.614 -5.339  -0.140
H1 -3.983 -1.071 -0.828  0.090
H2 -3.447 -2.481 -1.474  0.088
H3 -4.801 -1.767 -2.344  0.094
H4 -5.111 2.147 -1.868  0.072
H5 -6.429 0.898 -1.813  0.094
H6 -6.370 2.176 -3.041  0.091
H7 -1.106 0.550 -4.499  0.083
H8 -1.751 1.545 -5.903  0.094
H9 -1.699 -0.274 -5.964  0.097
C4 5.088 -1.176 1.977  -0.119
O5 4.494 0.090 2.030  -0.220
P2 3.076 0.365 2.758  0.563
O6 2.552 1.789 2.701  -0.280
O7 2.055 -0.816 2.177  -0.210
C5 2.117 -2.156 2.584  -0.153
O8 3.498 -0.108 4.303  -0.262
C6 4.431 0.612 5.114  -0.105
H10 5.878 -1.215 2.727  0.091
H11 5.774 -1.253 1.134  0.096
H12 4.474 -2.064 2.126  0.071
H13 2.443 -2.691 1.692  0.092
H14 1.208 -2.676 2.887  0.091
H15 2.757 -2.337 3.448  0.085
H16 5.116 1.230 4.533  0.086
H17 4.957 0.101 5.921  0.093
H18 3.848 1.392 5.603  0.083

LUMO (eV): -4.1275
2S+1: 1
E_HOMO (eV): -12.44
Charge: +1

Tell me which of them is the most stable. Sure, it is *a*.

*a*
# C6H8N2O2S

The molecule C6H8N2O2S (ωB97M-V/def2-TZVPD, OMol25).

Each line ends with the Löwdin charge.
Geometry (Å):
C1 0.017 -0.002 -0.416  -0.228
C2 0.909 1.342 0.364  -0.345
C3 -1.194 2.639 0.054  -0.447
C4 -0.344 -2.829 -0.769  -0.394
C5 -1.227 0.325 -0.774  -0.134
C6 1.688 -1.665 0.919  -0.227
N1 0.136 2.465 0.402  0.189
N2 -1.867 1.491 -0.449  0.123
O1 2.067 1.309 0.664  0.084
O2 -1.805 3.715 0.053  0.062
S1 0.830 -1.617 -0.675  0.952
H1 -0.446 -3.395 0.103  -0.039
H2 -0.106 -3.480 -1.568  -0.047
H3 -1.824 -0.301 -1.265  0.077
H4 2.060 -2.609 0.982  0.024
H5 2.378 -0.948 0.944  -0.010
H6 0.981 -1.655 1.691  0.058
H7 0.457 3.397 0.583  0.164
H8 -2.709 1.818 -0.844  0.139

LUMO (eV): 0.5574
2S+1: 1
E_HOMO (eV): -7.81
Charge: 0

*b*
# C6H8N2O2S

A cluster of 2 separate species, C6H8N2O2S in total (ωB97M-V/def2-TZVPD, OMol25).

Each line ends with the Löwdin charge.
Geometry (Å):
C1 -2.783 0.200 0.724  -0.063
C2 -2.062 2.296 0.329  -0.186
C3 -1.548 0.216 0.151  -0.354
C4 3.113 -1.302 0.033  -0.151
C5 2.602 -0.394 -1.058  -0.193
C6 1.965 -0.418 0.266  -0.091
N1 -1.145 1.507 -0.113  0.067
N2 -3.146 1.527 0.708  0.041
O1 -0.758 -2.259 0.839  -0.378
O2 -0.695 -1.517 -1.536  -0.351
S1 -0.459 -1.244 -0.151  0.774
H1 -3.376 -0.603 1.062  0.115
H2 -2.220 3.318 -0.017  0.126
H3 3.110 -2.393 -0.098  0.112
H4 4.077 -1.011 0.491  0.109
H5 3.177 0.505 -1.369  0.113
H6 2.138 -0.764 -1.946  0.087
H7 2.098 0.476 0.757  0.067
H8 -4.088 1.861 0.927  0.157

LUMO (alpha / beta) (eV): -0.7621 / -0.7664
2S+1: 1
E_HOMO (alpha / beta) (eV): -8.93 / -8.93
Charge: 0

Tell me which of them is the most stable. Sure, it is *a*.

*a*
# C4H7Cl2NO

The molecule C4H7Cl2NO (ωB97M-V/def2-TZVPD, OMol25).

Each line ends with the Löwdin charge.
Geometry (Å):
C1 -0.342 -1.389 0.494  -0.105
C2 0.429 -0.156 -0.109  -0.899
C3 1.477 0.459 0.730  -0.160
Cl1 1.182 -0.791 -1.596  0.687
C4 -0.694 0.931 -0.534  -0.630
Cl2 -1.763 1.439 0.886  0.591
N1 -1.317 0.393 -1.760  -0.092
O1 -2.490 0.534 -1.896  0.023
H1 -1.248 -1.228 1.021  0.048
H2 -0.593 -1.918 -0.382  0.037
H3 0.247 -1.976 1.121  0.062
H4 2.060 -0.279 1.365  0.099
H5 2.226 1.018 0.034  0.105
H6 1.018 1.082 1.568  0.092
H7 -0.192 1.881 -0.943  0.141

LUMO (eV): -0.3583
SMILES string: CC(C)(Cl)[C@H](Cl)N=O
2S+1: 1
E_HOMO (eV): -9.45
Charge: 0

*b*
# C4H7Cl2NO

A cluster of 2 separate species, C4H7Cl2NO in total (ωB97M-V/def2-TZVPD, OMol25).

Each line ends with the Löwdin charge.
Geometry (Å):
C1 0.984 -0.982 1.407  -0.072
C2 0.906 -0.795 0.081  -0.868
C3 1.623 0.184 -0.832  -0.137
Cl1 -0.150 -1.708 -0.922  0.702
H1 1.912 -0.642 1.998  0.098
H2 0.377 -1.759 1.957  0.080
H3 0.960 1.019 -0.876  0.030
H4 2.626 0.501 -0.240  0.130
H5 1.848 -0.356 -1.812  0.088
O1 -2.569 0.993 -1.535  -0.063
N1 -1.399 1.249 -0.825  -0.085
C4 -1.218 0.913 0.372  -0.651
Cl2 -2.395 -0.032 1.223  0.643
H6 -3.234 0.586 -0.905  0.063
H7 -0.271 0.828 0.908  0.043

LUMO (eV): 0.6367
SMILES string: C=C(C)Cl.O/N=C\Cl
2S+1: 1
E_HOMO (eV): -9.67
Charge: 0

Tell me which of them is the most stable. Sure, it is *a*.

*a*
# C3H10N3O2

The ion C3H10N3O2 with charge +1 (ωB97M-V/def2-TZVPD, OMol25).

Each line ends with the Löwdin charge.
Geometry (Å):
C1 0.346 0.157 -1.873  0.094
N1 0.196 0.849 -0.570  -0.092
C2 -0.978 0.490 0.240  -0.038
C3 -0.492 -0.695 1.082  -0.379
N2 -0.469 -1.915 0.269  0.079
O1 0.770 -0.202 1.525  -0.009
N3 1.011 1.599 0.019  -0.094
O2 2.101 1.902 -0.340  0.164
H1 1.429 0.241 -2.005  0.115
H2 0.060 -0.839 -1.693  0.076
H3 0.024 0.739 -2.638  0.082
H4 -1.179 1.444 0.771  0.155
H5 -1.747 0.331 -0.481  0.136
H6 -1.347 -0.793 1.807  0.169
H7 -1.297 -2.042 -0.281  0.089
H8 -0.219 -2.768 0.719  0.089
H9 1.057 -0.331 2.446  0.145
H10 0.732 1.832 1.003  0.218

LUMO (eV): -4.6182
SMILES string: CN(C[C@@H](N)O)[NH+]=O
2S+1: 1
E_HOMO (eV): -13.93
Charge: +1

*b*
# C3H10N3O2

A cluster of 2 separate species, C3H10N3O2 in total (ωB97M-V/def2-TZVPD, OMol25).

Each line ends with the Löwdin charge.
Geometry (Å):
C1 -1.621 -2.047 2.116  -0.018
N1 -1.025 0.905 -0.001  0.187
C2 -1.563 0.019 0.802  -0.140
N2 -0.992 -1.084 1.208  0.022
H1 -1.408 -3.062 1.785  0.102
H2 -2.700 -1.941 2.090  0.098
H3 -1.246 -1.918 3.123  0.098
H4 -0.043 0.879 -0.306  0.078
H5 -1.552 1.748 -0.162  0.134
H6 -2.567 0.198 1.161  0.166
H7 -0.032 -1.269 0.930  0.164
N3 1.759 0.535 -1.176  0.092
C3 2.574 1.353 -2.047  -0.610
O1 1.845 2.158 -2.841  0.133
O2 3.756 1.302 -2.071  0.167
H8 2.403 0.143 -0.489  0.107
H9 1.413 -0.263 -1.703  0.109
H10 0.997 2.344 -2.418  0.109

LUMO (eV): -3.5526
2S+1: 1
E_HOMO (eV): -14.01
Charge: +1

Tell me which of them is the most stable. Sure, it is *b*.

*a*
# C7H15NO2

A cluster of 2 separate species, C7H15NO2 in total (ωB97M-V/def2-TZVPD, OMol25).

Each line ends with the Löwdin charge.
Geometry (Å):
C1 -2.831 1.542 -0.332  -0.106
N1 -2.739 0.108 -0.531  -0.128
C2 -1.688 -0.411 -1.387  -0.118
C3 -1.661 -0.645 0.084  -0.301
C4 -0.593 -0.002 0.949  -0.171
C5 0.581 -0.938 1.099  -0.142
C6 1.910 -0.585 1.018  -0.093
C7 2.468 0.783 0.735  -0.253
O1 3.494 0.732 -0.238  -0.081
H1 -1.866 2.071 -0.415  0.074
H2 -3.509 1.961 -1.088  0.084
H3 -3.256 1.748 0.660  0.086
H4 -1.964 -1.211 -2.079  0.105
H5 -0.962 0.309 -1.782  0.115
H6 -1.973 -1.631 0.444  0.138
H7 -0.279 0.956 0.520  0.091
H8 -1.019 0.207 1.944  0.128
H9 0.361 -1.846 1.672  0.112
H10 2.651 -1.316 1.360  0.121
H11 1.678 1.479 0.411  0.111
H12 2.916 1.191 1.654  0.130
H13 3.163 0.214 -0.989  0.054
O2 1.867 -1.220 -1.417  -0.124
H14 0.965 -1.411 -0.817  0.122
H15 2.286 -2.084 -1.476  0.047

LUMO (eV): 0.7394
SMILES string: CN1C[C@H]1C/C=C\CO.O
2S+1: 1
E_HOMO (eV): -8.93
Charge: 0

*b*
# C7H15NO2

A cluster of 2 separate species, C7H15NO2 in total (ωB97M-V/def2-TZVPD, OMol25).

Each line ends with the Löwdin charge.
Geometry (Å):
C1 -0.911 -0.205 -3.153  -0.109
C2 -1.392 -0.740 -1.808  -0.240
C3 -0.651 -0.178 -0.594  -0.347
C4 -1.324 -0.576 0.719  -0.166
C5 -0.620 0.064 1.911  -0.095
C6 0.885 -0.079 1.894  -0.489
O1 1.557 -0.090 2.925  0.028
N1 1.478 -0.203 0.667  0.072
C7 0.805 -0.631 -0.559  -0.155
H1 -0.885 0.894 -3.150  0.079
H2 0.096 -0.566 -3.404  0.069
H3 -1.583 -0.525 -3.961  0.073
H4 -2.461 -0.506 -1.688  0.113
H5 -1.316 -1.840 -1.795  0.118
H6 -0.666 0.925 -0.664  0.154
H7 -2.381 -0.275 0.712  0.120
H8 -1.304 -1.673 0.815  0.129
H9 -0.820 1.148 1.933  0.134
H10 -0.982 -0.336 2.867  0.126
H11 2.475 -0.389 0.712  0.144
H12 0.850 -1.730 -0.641  0.131
H13 1.366 -0.214 -1.405  0.121
O2 2.360 2.869 2.675  -0.081
H14 2.453 2.486 1.765  0.044
H15 2.970 2.370 3.226  0.028

LUMO (eV): 0.7361
SMILES string: CC[C@H]1CCC(=O)NC1.O
2S+1: 1
E_HOMO (eV): -9.54
Charge: 0

Tell me which of them is the most stable. Sure, it is *b*.